i) Computed, not measured: C3H6N4O in the gas phase, with ωB97M-V/def2-TZVPD.

Element x y z (Å)
C1 -2.17 -0.95 0.06
C2 0.13 -0.64 0.12
C3 2.53 0.98 0.04
H1 -2.43 2.08 -0.43
H2 -2.94 -1.77 -0.05
H3 -0.06 0.45 0.46
H4 1.38 -2.15 0.03
H5 1.57 1.57 0.35
H6 3.51 1.60 -0.33
N1 -2.71 0.24 0.02
N2 -0.88 -1.40 -0.16
N3 1.37 -1.09 0.04
N4 2.52 -0.27 -0.11
O1 -1.82 1.35 -0.03

As for the gap between HOMO and LUMO: 9.122 eV. As for the structure (SMILES): C=NN/C=N/C=N\O. The calculation puts the HOMO energy at -8.696 eV. Its LUMO energy is 0.43 eV. As for the spin multiplicity: 1.

Atomic partial charges in e from the natural (NBO) method, atoms 1 to 5: C 0.180; C 0.297; C -0.119; H 0.491; H 0.196

=====

ii) Computed, not measured: 2 unconnected molecules or ions with the total composition C3H6N4O, with ωB97M-V/def2-TZVPD.

Element x y z (Å)
C1 -0.36 0.65 -0.36
C2 -1.48 -0.19 -0.30
C3 0.43 -0.13 0.53
H1 -0.57 1.57 -2.12
H2 -0.29 -0.21 -2.36
H3 -0.81 1.66 -0.08
H4 -2.29 -0.31 -1.12
H5 2.35 0.17 0.29
H6 0.94 -1.08 2.94
N1 0.12 0.81 -1.81
N2 -1.48 -1.23 0.40
N3 -0.19 -1.20 0.96
N4 1.61 0.28 1.12
O1 2.03 -0.80 1.91

As for the gap between HOMO and LUMO: 8.882 eV. The calculation puts the HOMO energy at -9.101 eV. Its LUMO energy is -0.22 eV. As for the spin multiplicity: 1.

Atomic partial charges in e from the natural (NBO) method, atoms 1 to 5: C -0.248; C 0.055; C 0.319; H 0.362; H 0.362

=====

iii) Computed, not measured: C3H6N4O in the gas phase, with ωB97M-V/def2-TZVPD.

Element x y z (Å)
C1 -2.13 -0.32 0.33
C2 -1.22 0.54 -0.36
C3 0.96 -0.27 -0.07
H1 -3.10 0.26 0.53
H2 -2.40 -1.22 -0.30
H3 -2.08 -0.71 1.44
H4 -0.92 1.39 0.56
H5 -1.50 1.04 -1.37
H6 3.73 -0.55 -0.54
N1 -0.23 -0.48 -0.47
N2 1.37 0.99 0.04
N3 2.68 0.87 0.17
N4 3.00 -0.41 0.02
O1 1.86 -1.13 0.03

As for the gap between HOMO and LUMO: 8.430 eV. As for the structure (SMILES): CC/N=c1\nn[nH]o1. The calculation puts the HOMO energy at -8.710 eV. Its LUMO energy is -0.28 eV. As for the spin multiplicity: 1.

Atomic partial charges in e from the natural (NBO) method, atoms 1 to 5: C -0.623; C -0.248; C 0.545; H 0.182; H 0.216

=====

iv) Computed, not measured: C3H6N4O in the gas phase, with ωB97M-V/def2-TZVPD.

Element x y z (Å)
C1 -1.36 1.77 -1.01
C2 0.43 -1.20 -0.52
C3 1.39 -1.01 1.36
H1 -0.63 2.53 -0.74
H2 -2.33 2.30 -0.93
H3 -1.34 1.63 -2.14
H4 -1.76 -0.15 -0.48
H5 0.17 -1.61 -1.49
H6 2.52 -2.07 2.36
N1 -1.14 0.59 -0.20
N2 0.15 0.14 -0.17
N3 1.19 -1.86 0.30
N4 2.01 -1.21 2.48
O1 0.70 0.15 1.19

As for the gap between HOMO and LUMO: 9.215 eV. As for the structure (SMILES): [H]/N=c1\ncn(NC)o1. The calculation puts the HOMO energy at -9.123 eV. Its LUMO energy is 0.09 eV. As for the spin multiplicity: 1.

Atomic partial charges in e from the natural (NBO) method, atoms 1 to 5: C -0.434; C 0.237; C 0.598; H 0.220; H 0.219

=====

Energy comparison, zero being the most stable, in eV: i) 1.348; ii) 4.986; iii) 3.387; iv) 0.000.

=====

i) Computed, not measured: C3H6N4O in the gas phase, with ωB97M-V/def2-TZVPD.

Element x y z (Å)
C1 0.57 0.60 0.70
C2 -0.50 0.63 -1.51
C3 -0.85 -1.21 -0.09
H1 1.98 2.20 1.10
H2 1.82 0.77 2.42
H3 -1.23 -0.76 -2.14
H4 -1.94 -0.91 0.27
H5 -0.94 -2.20 -0.02
H6 0.76 -1.50 1.05
N1 1.37 1.37 1.47
N2 0.41 1.15 -0.50
N3 -0.53 -0.63 -1.43
N4 0.06 -0.73 1.08
O1 -0.98 1.23 -2.43

As for the gap between HOMO and LUMO: 9.643 eV. As for the structure (SMILES): NC1=NC(=O)NCN1. The calculation puts the HOMO energy at -9.094 eV. Its LUMO energy is 0.55 eV. As for the spin multiplicity: 1.

Atomic partial charges in e from the natural (NBO) method, atoms 1 to 5: C 0.582; C 0.770; C -0.042; H 0.452; H 0.384

=====

ii) Computed, not measured: a molecular structure, C3H6N4O, with ωB97M-V/def2-TZVPD.

Element x y z (Å)
C1 0.62 0.74 0.00
C2 -1.60 -0.05 -0.04
C3 -0.21 -0.52 -0.29
N1 -0.14 1.79 0.11
N2 -1.49 1.28 0.07
N3 1.98 0.80 0.01
N4 0.36 -1.73 0.34
O1 -2.57 -0.73 0.07
H1 -0.12 -0.68 -1.62
H2 -2.24 1.94 0.03
H3 2.49 -0.07 0.26
H4 2.55 1.59 -0.37
H5 0.55 -1.76 1.39
H6 -0.20 -2.60 0.04

As for the gap between HOMO and LUMO: 9.042 eV. The calculation puts the HOMO energy at -8.529 eV. Its LUMO energy is 0.51 eV. As for the spin multiplicity: 1.

Atomic partial charges in e from the natural (NBO) method, atoms 1 to 5: C 0.367; C 0.608; C -0.155; N -0.295; N -0.472

=====

iii) Computed, not measured: C3H6N4O in the gas phase, with ωB97M-V/def2-TZVPD.

Element x y z (Å)
C1 1.76 -0.09 0.63
C2 -2.11 0.46 0.27
C3 -0.90 1.10 -0.29
H1 1.69 0.74 1.35
H2 1.26 -0.97 1.07
H3 2.83 -0.32 0.55
H4 1.62 -0.45 -1.34
H5 -0.89 -1.94 -1.05
H6 -2.90 1.04 0.77
N1 1.19 0.17 -0.70
N2 -0.21 0.03 -0.78
N3 -0.79 -1.17 -0.34
N4 -2.06 -0.86 0.11
O1 -0.49 2.24 -0.26

As for the gap between HOMO and LUMO: 9.636 eV. As for the structure (SMILES): CNn1[nH]ncc1=O. The calculation puts the HOMO energy at -9.259 eV. Its LUMO energy is 0.38 eV. As for the spin multiplicity: 1.

Atomic partial charges in e from the natural (NBO) method, atoms 1 to 5: C -0.448; C -0.105; C 0.557; H 0.212; H 0.189

=====

iv) Computed, not measured: a molecular structure, C3H6N4O, with ωB97M-V/def2-TZVPD.

Element x y z (Å)
C1 0.09 -0.49 -0.05
C2 -0.33 -1.92 -0.35
C3 -0.99 1.52 0.33
N1 1.45 -0.05 1.29
N2 0.85 0.22 -1.04
N3 2.20 0.61 0.64
N4 1.93 0.72 -0.83
O1 -1.05 0.18 0.28
H1 -0.53 -2.35 0.65
H2 0.47 -2.40 -0.84
H3 -1.26 -1.78 -0.92
H4 -0.49 2.04 1.16
H5 -2.02 1.85 0.16
H6 -0.31 1.85 -0.47

As for the gap between HOMO and LUMO: 8.637 eV. The calculation puts the HOMO energy at -9.188 eV. Its LUMO energy is -0.55 eV. As for the spin multiplicity: 1.

Atomic partial charges in e from the natural (NBO) method, atoms 1 to 5: C 0.447; C -0.645; C -0.262; N -0.115; N -0.148

=====

Energy comparison, zero being the most stable, in eV: i) 0.889; ii) 0.000; iii) 1.341; iv) 3.045.

=====

i) Computed, not measured: C3H6N4O in the gas phase, with ωB97M-V/def2-TZVPD.

Element x y z (Å)
C1 0.38 -0.46 0.93
C2 1.61 0.37 0.62
C3 0.33 0.65 -1.13
H1 -2.12 -0.17 -0.63
H2 -1.68 -1.62 -0.78
H3 -0.93 -1.23 2.19
H4 2.66 -0.06 0.67
H5 1.61 1.43 1.16
H6 -1.51 1.06 -1.91
N1 -1.46 -0.81 -0.14
N2 -0.14 -0.32 -0.24
N3 0.05 -0.64 2.16
N4 -0.51 1.17 -2.03
O1 1.69 0.64 -0.88

As for the gap between HOMO and LUMO: 10.077 eV. As for the structure (SMILES): [H]/N=C1/CO/C(=N/[H])N1N. The calculation puts the HOMO energy at -9.543 eV. Its LUMO energy is 0.53 eV. As for the spin multiplicity: 1.

Atomic partial charges in e from the natural (NBO) method, atoms 1 to 5: C 0.397; C -0.142; C 0.699; H 0.350; H 0.365

=====

ii) Computed, not measured: C3H6N4O in the gas phase, with ωB97M-V/def2-TZVPD.

Element x y z (Å)
C1 0.28 -0.12 0.89
C2 -1.15 -0.10 0.23
C3 0.90 0.68 -1.40
H1 1.56 -0.80 3.42
H2 -1.85 -0.77 0.80
H3 -1.60 0.95 0.41
H4 -1.00 -1.46 -1.18
H5 -0.79 1.08 -2.59
H6 1.63 1.52 -1.90
N1 0.39 -0.57 2.16
N2 -1.12 -0.39 -1.06
N3 -0.17 0.29 -2.02
N4 1.27 0.41 -0.10
O1 1.66 -0.72 2.35

As for the gap between HOMO and LUMO: 8.657 eV. As for the structure (SMILES): O/N=C1/CNNC=N1. The calculation puts the HOMO energy at -8.059 eV. Its LUMO energy is 0.60 eV. As for the spin multiplicity: 1.

Atomic partial charges in e from the natural (NBO) method, atoms 1 to 5: C 0.290; C -0.294; C 0.277; H 0.468; H 0.244

=====

Energy comparison, zero being the most stable, in eV: i) 0.000; ii) 1.856.

=====

i) Computed, not measured: C3H6N4O in the gas phase, with ωB97M-V/def2-TZVPD.

Element x y z (Å)
C1 -0.71 -0.14 0.03
C2 1.78 -0.47 0.31
C3 -2.92 -0.26 -0.09
H1 0.16 1.68 -0.17
H2 -1.52 1.65 0.52
H3 0.26 -1.78 -0.27
H4 1.66 -0.13 1.38
H5 2.42 -1.37 0.24
H6 2.39 0.32 -1.35
N1 -0.60 1.18 0.24
N2 0.49 -0.80 -0.17
N3 -1.79 -0.86 -0.06
N4 -3.93 0.34 -0.22
O1 2.31 0.64 -0.40

As for the gap between HOMO and LUMO: 9.643 eV. As for the structure (SMILES): N#C/N=C(\N)NCO. The calculation puts the HOMO energy at -9.269 eV. Its LUMO energy is 0.37 eV. As for the spin multiplicity: 1.

Atomic partial charges in e from the natural (NBO) method, atoms 1 to 5: C 0.654; C 0.082; C 0.405; H 0.427; H 0.429

=====

ii) Computed, not measured: a molecular structure, C3H6N4O, with ωB97M-V/def2-TZVPD.

Element x y z (Å)
C1 0.65 0.77 -2.51
C2 -1.05 0.02 0.49
C3 1.16 -0.92 1.16
H1 0.04 1.50 -2.98
H2 1.91 0.59 -2.71
H3 -0.93 1.56 -0.72
H4 -0.65 -1.44 2.03
H5 1.60 -1.66 1.86
H6 2.73 -0.18 0.85
N1 0.28 0.11 -1.44
N2 -0.86 0.25 -0.77
N3 -0.22 -0.80 1.28
N4 1.80 0.12 0.60
O1 -2.03 0.34 1.14

As for the gap between HOMO and LUMO: 9.345 eV. The calculation puts the HOMO energy at -8.980 eV. Its LUMO energy is 0.37 eV. As for the spin multiplicity: 1.

Atomic partial charges in e from the natural (NBO) method, atoms 1 to 5: C -0.134; C 0.757; C 0.255; H 0.170; H 0.220

=====

iii) Computed, not measured: C3H6N4O in the gas phase, with ωB97M-V/def2-TZVPD.

Element x y z (Å)
C1 -1.53 0.12 -0.04
C2 0.76 0.52 -0.03
C3 1.06 -0.95 -0.28
H1 -1.42 0.02 1.94
H2 -2.90 -0.64 1.20
H3 -1.89 0.55 -1.81
H4 2.81 0.75 0.31
H5 1.81 2.24 0.39
H6 0.22 -1.55 -0.59
N1 -1.82 -0.56 1.14
N2 -2.20 -0.11 -1.11
N3 -0.43 1.01 0.02
N4 1.84 1.24 0.12
O1 2.24 -1.32 -0.07

As for the gap between HOMO and LUMO: 8.679 eV. As for the structure (SMILES): [H]/N=C(N)\N=C(\N)C=O. The calculation puts the HOMO energy at -9.118 eV. Its LUMO energy is -0.44 eV. As for the spin multiplicity: 1.

Atomic partial charges in e from the natural (NBO) method, atoms 1 to 5: C 0.538; C 0.343; C 0.364; H 0.385; H 0.405

=====

iv) Computed, not measured: C3H6N4O in the gas phase, with ωB97M-V/def2-TZVPD.

Element x y z (Å)
C1 0.44 -1.92 -0.22
C2 0.25 0.94 0.29
C3 0.19 1.86 1.47
H1 -0.47 -1.55 0.29
H2 0.37 -2.82 -0.96
H3 1.27 -2.08 0.30
H4 1.64 -0.79 -1.78
H5 -0.87 0.38 -1.18
H6 -1.97 1.93 0.34
N1 0.83 -0.67 -1.07
N2 1.28 0.36 -0.25
N3 -0.94 0.48 -0.01
N4 0.10 2.80 2.21
O1 -2.11 1.08 0.58

As for the gap between HOMO and LUMO: 9.169 eV. As for the structure (SMILES): CN/N=C(/C#N)NO. The calculation puts the HOMO energy at -8.889 eV. Its LUMO energy is 0.28 eV. As for the spin multiplicity: 1.

Atomic partial charges in e from the natural (NBO) method, atoms 1 to 5: C -0.423; C 0.245; C 0.230; H 0.235; H 0.208

=====

Energy comparison, zero being the most stable, in eV: i) 0.000; ii) 4.530; iii) 0.468; iv) 5.364.